[1]
{
  "formula": "C3H8Si2",
  "method": "ωB97M-V/def2-TZVPD",
  "species": ["C", "C", "Si", "Si", "C", "H", "H", "H", "H", "H", "H", "H", "H"],
  "xyz": [[0.655, 1.377, -0.386], [-0.644, 1.211, -0.698], [-1.681, -0.349, -0.225], [0.252, -1.304, 0.474], [1.486, 0.217, 0.111], [1.284, 2.234, -0.656], [-1.198, 2.019, -1.274], [-3.098, -0.365, 0.786], [-2.303, -0.454, -1.580], [0.473, -2.673, 0.071], [0.342, -1.473, 2.023], [2.108, -0.207, -0.812], [2.240, 0.423, 0.887]],
  "e_homo_ev": -9.30,
  "lumo_ev": 0.6,
  "max_force_ev_per_a": 3.05,
  "gap_ev": 9.87,
  "smiles": "C1=C[SiH2][SiH2]C1",
  "e_above_lowest_ev": 0.919
}



[2]
{
  "formula": "C18H45F4K3N2O20P3S4",
  "method": "ωB97M-V/def2-TZVPD",
  "species": ["K", "K", "K", "N", "S", "O", "O", "F", "S", "O", "O", "F", "N", "S", "O", "O", "F", "S", "O", "O", "F", "C", "C", "O", "P", "O", "O", "C", "C", "O", "C", "C", "H", "H", "H", "H", "H", "H", "H", "H", "H", "H", "H", "H", "H", "H", "H", "C", "C", "O", "P", "O", "O", "C", "C", "O", "C", "C", "H", "H", "H", "H", "H", "H", "H", "H", "H", "H", "H", "H", "H", "H", "H", "C", "C", "O", "P", "O", "O", "C", "C", "O", "C", "C", "H", "H", "H", "H", "H", "H", "H", "H", "H", "H", "H", "H", "H", "H", "H"],
  "xyz": [[-5.823, -6.091, 0.405], [-7.452, -10.684, 0.908], [-11.754, -1.425, 0.969], [-8.192, -0.368, 3.037], [-6.540, -0.684, 3.062], [-6.147, -1.966, 2.534], [-5.634, -0.119, 4.058], [-6.137, 0.296, 1.901], [-8.353, -0.778, 4.481], [-7.890, 0.211, 5.443], [-8.429, -2.189, 4.710], [-9.938, -0.522, 4.491], [-8.223, -7.271, 3.155], [-9.883, -6.885, 3.365], [-10.288, -5.592, 2.855], [-10.674, -7.476, 4.428], [-10.275, -7.735, 2.043], [-8.015, -7.702, 4.601], [-8.299, -9.115, 4.812], [-8.039, -6.772, 5.724], [-6.455, -7.917, 4.310], [-5.844, -11.785, 9.227], [-5.283, -12.907, 8.358], [-3.924, -12.671, 8.498], [-3.007, -13.910, 8.971], [-3.485, -14.402, 10.271], [-3.141, -14.955, 7.698], [-2.640, -16.211, 7.873], [-3.438, -17.108, 6.903], [-1.522, -13.275, 8.937], [-1.141, -11.883, 9.101], [-0.734, -11.311, 7.769], [-6.929, -11.816, 9.128], [-5.499, -11.828, 10.260], [-5.728, -10.749, 8.909], [-5.588, -13.840, 8.831], [-5.739, -12.797, 7.374], [-1.558, -16.162, 7.752], [-2.882, -16.620, 8.854], [-2.975, -18.084, 6.757], [-4.405, -17.444, 7.277], [-3.702, -16.583, 5.984], [-1.965, -11.290, 9.499], [-0.328, -11.757, 9.816], [-1.556, -11.184, 7.064], [-0.362, -10.292, 7.877], [0.020, -11.914, 7.263], [-16.638, -7.572, 2.330], [-16.913, -6.082, 2.192], [-16.708, -5.562, 3.517], [-16.460, -3.978, 3.706], [-15.365, -3.325, 3.002], [-16.262, -3.881, 5.322], [-14.965, -4.148, 5.825], [-14.936, -3.994, 7.360], [-17.937, -3.255, 3.404], [-18.366, -2.191, 4.253], [-17.968, -0.833, 3.648], [-15.648, -7.825, 2.709], [-17.436, -8.106, 2.846], [-16.558, -8.049, 1.353], [-16.228, -5.656, 1.459], [-17.953, -6.041, 1.871], [-14.608, -5.098, 5.430], [-14.246, -3.407, 5.476], [-15.800, -3.461, 7.757], [-15.001, -4.949, 7.880], [-14.051, -3.570, 7.834], [-19.454, -2.240, 4.290], [-18.035, -2.401, 5.270], [-18.514, -0.051, 4.176], [-16.912, -0.581, 3.741], [-18.312, -0.717, 2.620], [-0.422, -0.397, 9.526], [-1.739, -0.300, 10.299], [-2.124, -1.596, 10.767], [-3.093, -2.576, 9.894], [-3.199, -3.976, 10.441], [-2.515, -2.452, 8.356], [-3.062, -3.294, 7.384], [-1.884, -3.576, 6.415], [-4.448, -1.741, 9.834], [-5.632, -2.503, 9.962], [-6.795, -1.566, 9.978], [0.022, 0.592, 9.412], [0.280, -1.040, 10.055], [-0.564, -0.796, 8.521], [-1.464, 0.250, 11.199], [-2.458, 0.178, 9.634], [-3.387, -4.240, 7.816], [-3.912, -2.865, 6.853], [-1.462, -2.607, 6.147], [-1.032, -4.051, 6.900], [-2.228, -4.089, 5.517], [-5.698, -3.213, 9.138], [-5.645, -3.046, 10.907], [-7.800, -1.989, 10.000], [-6.739, -0.903, 10.841], [-6.780, -0.831, 9.173]],
  "e_homo_ev": -10.75,
  "lumo_ev": -5.3,
  "max_force_ev_per_a": 8.39,
  "gap_ev": 5.44,
  "e_above_lowest_ev": 8.315,
  "total_charge": 1
}



[3]
{
  "formula": "C5H8O2",
  "method": "ωB97M-V/def2-TZVPD",
  "species": ["C", "C", "C", "C", "O", "C", "O", "H", "H", "H", "H", "H", "H", "H", "H"],
  "xyz": [[0.595, 1.507, 0.882], [0.490, 0.264, 0.413], [1.667, -0.553, -0.041], [-0.879, -0.408, 0.284], [-0.796, -1.768, -0.025], [-1.641, 0.313, -0.819], [-1.985, -0.269, -1.822], [-0.267, 2.070, 1.238], [1.555, 2.013, 0.936], [2.584, 0.044, -0.028], [1.513, -0.951, -1.050], [1.800, -1.419, 0.615], [-1.438, -0.272, 1.223], [-1.162, -1.854, -0.924], [-1.840, 1.390, -0.667]],
  "e_homo_ev": -9.69,
  "lumo_ev": 0.8,
  "max_force_ev_per_a": 0.54,
  "gap_ev": 10.51,
  "smiles": "C=C(C)[C@H](O)C=O",
  "e_above_lowest_ev": 1.213
}



[4]
{
  "formula": "C6H14N5",
  "method": "ωB97M-V/def2-TZVPD",
  "species": ["C", "C", "N", "N", "N", "H", "H", "H", "H", "H", "H", "H", "H", "C", "C", "C", "C", "N", "N", "H", "H", "H", "H", "H", "H"],
  "xyz": [[-0.257, 0.800, -2.338], [0.184, 2.454, -0.625], [-0.352, 2.170, -1.822], [0.955, 3.535, -0.517], [-0.201, 1.801, 0.475], [-0.299, 2.888, -2.527], [1.019, 4.199, -1.271], [1.455, 3.782, 0.325], [-1.013, 1.216, 0.410], [0.561, 1.472, 1.053], [0.695, 0.342, -2.067], [-0.232, 0.809, -3.425], [-1.007, 0.114, -1.959], [-2.007, -1.249, 1.326], [1.371, -1.753, 0.318], [-0.697, -1.836, 0.953], [-0.084, -2.957, 1.448], [0.276, -1.038, 0.312], [1.153, -2.965, 0.899], [2.396, -1.570, 0.035], [1.867, -3.672, 0.943], [-0.428, -3.443, 2.347], [-2.544, -1.655, 2.181], [-2.770, -1.479, 0.582], [-1.939, -0.171, 1.271]],
  "e_homo_ev": -11.55,
  "lumo_ev": -2.9,
  "max_force_ev_per_a": 2.07,
  "gap_ev": 8.63,
  "e_above_lowest_ev": 1.196,
  "total_charge": 1
}



[5]
{
  "formula": "C31H43NiP2S2Sb",
  "method": "ωB97M-V/def2-TZVPD",
  "species": ["Ni", "C", "P", "C", "C", "C", "P", "C", "C", "H", "H", "H", "H", "H", "H", "H", "H", "H", "H", "H", "H", "H", "H", "H", "H", "C", "C", "S", "C", "C", "S", "H", "H", "H", "H", "H", "H", "C", "C", "C", "C", "C", "C", "C", "Sb", "C", "C", "C", "C", "C", "C", "C", "C", "C", "C", "C", "C", "C", "C", "H", "H", "H", "H", "H", "H", "H", "H", "H", "H", "H", "H", "H", "H", "H", "H", "H", "H", "H", "H", "H"],
  "xyz": [[-0.185, -0.351, 0.364], [-0.547, -3.031, -2.123], [-1.245, -2.143, -0.691], [-2.964, -1.861, -1.244], [-1.462, -3.506, 0.531], [-1.751, -2.916, 1.913], [-0.641, -1.492, 2.292], [0.892, -2.337, 2.824], [-1.318, -1.001, 3.917], [-1.121, -3.930, -2.345], [0.492, -3.295, -1.922], [-0.554, -2.377, -2.995], [-3.399, -2.758, -1.686], [-2.975, -1.048, -1.970], [-3.574, -1.549, -0.397], [-0.529, -4.076, 0.547], [-2.251, -4.193, 0.216], [-1.671, -3.669, 2.703], [-2.774, -2.526, 1.948], [0.717, -3.044, 3.637], [1.610, -1.585, 3.156], [1.334, -2.859, 1.975], [-1.416, -1.874, 4.564], [-2.294, -0.534, 3.796], [-0.653, -0.286, 4.403], [2.375, 0.679, -3.432], [1.368, 0.523, -2.329], [1.737, -0.534, -1.071], [0.173, 1.261, -2.394], [-0.063, 2.147, -3.584], [-1.028, 1.212, -1.210], [3.197, -0.020, -3.297], [2.781, 1.693, -3.433], [1.929, 0.508, -4.411], [-0.187, 1.555, -4.494], [0.785, 2.813, -3.744], [-0.958, 2.750, -3.445], [3.683, 3.607, 3.008], [2.574, 3.178, 3.925], [2.702, 3.475, 5.281], [1.719, 3.157, 6.199], [0.560, 2.541, 5.757], [0.424, 2.251, 4.410], [1.415, 2.546, 3.480], [0.785, 1.914, 1.472], [1.946, 3.019, 0.064], [1.321, 4.009, -0.688], [2.011, 4.707, -1.666], [3.347, 4.418, -1.895], [3.969, 3.421, -1.165], [3.280, 2.696, -0.197], [3.993, 1.575, 0.502], [-0.928, 3.206, 1.611], [-2.157, 2.571, 1.450], [-3.355, 3.238, 1.639], [-3.334, 4.579, 1.983], [-2.119, 5.223, 2.143], [-0.904, 4.559, 1.976], [0.339, 5.363, 2.238], [4.263, 4.402, 3.472], [3.309, 3.977, 2.052], [4.370, 2.788, 2.796], [3.597, 3.985, 5.614], [1.847, 3.404, 7.244], [-0.238, 2.302, 6.444], [-0.512, 1.817, 4.075], [0.277, 4.237, -0.512], [1.508, 5.476, -2.237], [3.906, 4.968, -2.642], [5.009, 3.187, -1.354], [5.046, 1.815, 0.648], [3.926, 0.663, -0.094], [3.568, 1.349, 1.482], [-2.171, 1.511, 1.163], [-4.294, 2.716, 1.509], [-4.258, 5.126, 2.124], [-2.100, 6.272, 2.410], [0.285, 6.322, 1.720], [1.252, 4.870, 1.921], [0.430, 5.565, 3.306]],
  "e_homo_ev": [-6.27, -6.79],
  "lumo_ev": [0.7, -0.7],
  "max_force_ev_per_a": 0.50,
  "gap_ev": [6.93, 6.14],
  "e_above_lowest_ev": 0.055,
  "multiplicity": 3,
  "s2": 2.03
}